The following is a DFT calculation (ωB97M-V/def2-TZVPD) of a structure of composition C3H16BNaO3.

Results
E_LUMO   -0.2 eV
2S+1   1
Highest occupied orbital energy   -8.6 eV
Max |F|   0.015 hartree/bohr
HOMO-LUMO gap   8.4 eV
Energy relative to the best compared isomer or geometry (same formula, charge and spin)   0.00 kJ/mol

Each line ends with the Löwdin charge.
Positions of all 24 atoms, in Å:
H  -1.240  -2.300  1.248  0.060
H  -2.589  -1.808  0.162  0.078
H  3.203  0.299  -1.974  0.099
H  2.426  2.498  -1.999  0.089
H  2.361  -0.749  1.474  -0.056
H  1.998  1.640  -3.490  0.086
H  -1.765  2.845  0.500  0.084
H  0.803  1.787  -2.217  0.077
O  2.264  0.419  -1.810  -0.124
H  2.103  -1.458  3.275  -0.050
C  -1.671  -2.382  0.255  -0.123
Na  0.825  -0.061  0.086  0.372
H  -1.149  -1.638  -1.460  0.081
O  -0.675  -1.901  -0.667  -0.140
H  -1.860  -3.442  0.071  0.081
H  -2.143  1.796  -0.940  0.080
C  1.868  1.653  -2.404  -0.122
H  1.134  0.171  2.741  -0.044
O  -1.327  0.819  0.637  -0.151
C  -2.136  1.885  0.142  -0.113
H  0.664  -1.631  1.946  -0.058
H  -1.469  0.699  1.582  0.102
H  -3.168  1.772  0.487  0.085
B  1.545  -0.913  2.354  -0.393

=====

The following is a DFT calculation (ωB97M-V/def2-TZVPD) of an isolated molecule of C5H6N2O at a distorted geometry.

Results
E_LUMO   0.9 eV
2S+1   1
Highest occupied orbital energy   -7.9 eV
Max |F|   0.072 hartree/bohr
SMILES   O=c1[nH]cc2n1CC2
HOMO-LUMO gap   8.8 eV
Energy relative to the best compared isomer or geometry (same formula, charge and spin)   119.44 kJ/mol

Each line ends with the Löwdin charge.
Positions of all 14 atoms, in Å:
C  1.199  -0.387  0.007  -0.501
H  -0.012  2.679  0.072  0.094
C  -2.118  0.198  0.043  -0.061
C  0.129  1.640  0.005  -0.031
C  -0.783  0.741  -0.047  -0.316
H  -2.657  0.478  -0.859  0.115
N  -0.224  -0.491  -0.092  0.042
O  2.030  -1.269  0.028  0.038
H  -1.607  -1.751  0.975  0.107
H  2.378  1.362  0.061  0.180
H  -1.733  -1.916  -0.862  0.129
H  -2.641  0.507  0.921  0.105
N  1.417  0.950  -0.007  0.125
C  -1.479  -1.262  0.019  -0.025